(1)
Here is a single C4H7NO2 molecule from the Open Molecules 2025 dataset. Energies are from wB97M-V/def2-TZVPD.

The geometry in XYZ format:
```
14
Properties=species:S:1:pos:R:3
C -0.8050 -1.4606 0.2665
C 0.0060 -0.2277 -0.0406
N -0.4789 0.9974 0.5979
O -0.3957 2.1476 -0.2298
C 0.6343 -0.1914 -1.3997
C 0.8316 0.5186 0.9692
O 0.8305 -1.1999 -2.0379
H -1.7401 -1.4193 -0.3032
H -0.2656 -2.3619 -0.0322
H -1.0558 -1.5117 1.3288
H -1.1415 2.6676 0.0983
H 0.9606 0.7980 -1.7690
H 1.6649 1.0947 0.5678
H 0.9548 0.1486 1.9837
```

Computed properties:
SMILES string: C[C@]1(C=O)CN1O
Energy relative to the best compared isomer or geometry (same formula, charge and spin) (eV): 3.6011
HOMO level (eV): -9.76
Gap between HOMO and LUMO (eV): 10.633
E_LUMO (eV): 0.870

Per-atom Mulliken charges, elementary charge units: C -1.25; C 1.08; N -0.34; O -0.38; C -0.16; C -0.71; O -0.50; H 0.27; H 0.32; H 0.39; H 0.33; H 0.37; H 0.33; H 0.25

---

(2)
Here is a single C6H4O molecule in a non-equilibrium geometry from the Open Molecules 2025 dataset. Energies are from wB97M-V/def2-TZVPD.

The geometry in XYZ format:
```
11
Properties=species:S:1:pos:R:3
C 3.2877 -0.8812 -0.1762
C 2.0321 -0.7682 -0.0647
C 0.7266 -0.4819 0.0008
C 0.1741 0.8974 0.1431
C -1.3244 0.6156 -0.0219
C -1.4624 -0.7005 -0.1800
O -0.2448 -1.3696 -0.2349
H 0.9393 1.4065 -0.5075
H 0.3558 1.3928 1.1018
H -2.1712 1.2611 0.1990
H -2.3128 -1.3720 -0.2596
```

Computed properties:
Energy relative to the best compared isomer or geometry (same formula, charge and spin) (eV): 3.6928
HOMO level (eV): -9.67
Gap between HOMO and LUMO (eV): 8.867
E_LUMO (eV): -0.806

Per-atom Mulliken charges, elementary charge units: C -0.67; C 0.02; C 0.64; C -0.42; C -0.40; C -0.18; O -0.32; H 0.29; H 0.28; H 0.36; H 0.41

---

(3)
Here is a molecular structure, C39H30I3N6O5STl in a non-equilibrium geometry from the Open Molecules 2025 dataset. Energies are from wB97M-V/def2-TZVPD.

The geometry in XYZ format:
```
85
Properties=species:S:1:pos:R:3
Tl 0.1864 0.1044 0.1765
C 2.4631 -2.5297 -3.2664
C 1.8212 -3.4195 -2.2424
N 1.9511 -4.7160 -2.3473
C 1.3674 -5.4920 -1.4093
C 0.6863 -5.0021 -0.3240
C 0.2544 -6.0121 0.6912
O -0.9604 -5.7245 1.3247
C 0.5564 -3.6096 -0.1780
C -0.1432 -3.1087 0.9985
N -0.2028 -1.9091 1.4717
C -0.8305 -1.7699 2.7518
C -0.5916 -2.7258 3.7449
C -1.2535 -2.6600 4.9586
C -2.1475 -1.6251 5.2002
C -2.3062 -0.6311 4.2445
C -1.6516 -0.6755 3.0172
I -1.8824 1.2067 1.7620
C 1.0933 -2.7894 -1.1745
O 0.9395 -1.5290 -1.2400
H 3.0629 -3.1372 -3.9422
H 3.0885 -1.7769 -2.7806
H 1.7081 -1.9818 -3.8370
H 1.4597 -6.5620 -1.5533
H 1.0356 -6.0843 1.4561
H 0.2135 -6.9823 0.1918
H -1.6781 -6.2490 0.9002
H -0.6827 -3.8847 1.5410
H 0.1217 -3.5208 3.5608
H -1.0709 -3.4173 5.7107
H -2.7019 -1.5864 6.1306
H -2.9707 0.2058 4.4474
C 4.4509 -0.3734 1.2948
C 5.0992 0.1014 0.1634
C 4.3698 0.7116 -0.8466
C 2.9877 0.8572 -0.7334
C 2.3408 0.3537 0.3890
C 3.0687 -0.2625 1.3935
C 2.2023 1.5515 -1.8005
C 2.8424 2.4004 -2.7435
C 2.1001 3.0473 -3.6785
C 0.6949 2.8991 -3.6968
C -0.1480 3.5747 -4.6105
C -1.5016 3.4148 -4.5422
C -2.0748 2.5799 -3.5531
C -1.2825 1.9177 -2.6624
C 0.1240 2.0573 -2.7215
N 0.9046 1.4002 -1.8115
H 5.0155 -0.8495 2.0873
H 6.1705 -0.0155 0.0571
H 4.8881 1.0384 -1.7393
H 2.5609 -0.6668 2.2622
H 3.9090 2.5584 -2.6902
H 2.5727 3.7002 -4.4043
H 0.3024 4.2182 -5.3582
H -2.1455 3.9377 -5.2381
H -3.1498 2.4675 -3.4691
H -1.7410 1.2939 -1.9012
I 0.2676 3.9970 0.5983
C -1.7537 3.2411 0.5579
I -4.7709 1.6234 -0.9485
H -2.0363 3.1788 -0.4898
H -2.3619 3.9936 1.0574
O -3.9166 -9.3232 -0.1253
S -2.7227 -8.5058 -0.1546
O -2.4744 -7.7910 1.0860
O -1.5419 -9.1385 -0.7146
C -3.0840 -7.2142 -1.4094
N -3.5018 -7.6678 -2.5934
C -3.6646 -6.7679 -3.5468
C -3.4060 -5.4243 -3.3728
C -2.9841 -5.0327 -2.1119
N -2.8308 -5.9246 -1.1100
C -2.6579 -3.6000 -1.7993
C -1.9238 -2.8065 -2.6919
C -1.5172 -1.5390 -2.2908
N -1.8165 -1.0394 -1.0915
C -2.6159 -1.7569 -0.2905
C -3.0373 -3.0439 -0.5925
H -4.0171 -7.1424 -4.5036
H -3.5465 -4.7070 -4.1695
H -1.6101 -3.1956 -3.6520
H -0.8930 -0.9280 -2.9297
H -2.8990 -1.2963 0.6502
H -3.6178 -3.6178 0.1166
```

Computed properties:
Energy relative to the best compared isomer or geometry (same formula, charge and spin) (eV): 0.0000
HOMO level (eV): -2.67
Gap between HOMO and LUMO (eV): 5.991
E_LUMO (eV): 3.326
Charge: -2

Per-atom Mulliken charges, elementary charge units: Tl 1.25; C -1.05; C 0.57; N -0.72; C -1.20; C 1.33; C -1.22; O -0.43; C 0.22; C -1.59; N 0.20; C 0.55; C -0.27; C -0.69; C -0.74; C -0.70; C -0.38; I 0.32; C 0.22; O -0.24; H 0.39; H 0.16; H 0.19; H 0.47; H 0.31; H 0.41; H 0.02; H 1.50; H 0.44; H 0.38; H 0.36; H 0.32; C -0.64; C -0.97; C -0.72; C 0.53; C 0.10; C -0.33; C 1.01; C -0.91; C -1.21; C 1.02; C -0.78; C -0.76; C -0.86; C 0.23; C -0.25; N 0.47; H 0.41; H 0.37; H 0.32; H 0.44; H 0.39; H 0.38; H 0.38; H 0.38; H 0.28; H 0.21; I -0.13; C -0.87; I -0.78; H 0.15; H 0.55; O -0.74; S 1.32; O -0.73; O -0.71; C 0.00; N -0.50; C -0.44; C -0.67; C -0.26; N -0.02; C 1.87; C -0.60; C -0.60; N 0.44; C -0.65; C -1.08; H 0.40; H 0.50; H 0.38; H 0.18; H 0.69; H 0.42

---

(4)
Here is 2 unconnected molecules or ions with the total composition C3H8O6 in a non-equilibrium geometry from the Open Molecules 2025 dataset. Energies are from wB97M-V/def2-TZVPD.

The geometry in XYZ format:
```
17
Properties=species:S:1:pos:R:3
C 0.9936 -2.3057 1.2350
C 1.1643 -1.3245 0.0705
O 0.1940 -0.2551 0.1695
C 0.4342 0.7577 -0.7620
O -0.4065 1.8959 -0.5176
O -1.6647 1.5618 -0.7902
O 1.9116 -3.3484 1.0498
H 1.2446 -1.7655 2.1515
H -0.0442 -2.6590 1.2360
H 2.1605 -0.8550 0.1061
H 1.0557 -1.8558 -0.8938
H 1.4539 1.1843 -0.6788
H 0.1750 0.3629 -1.7631
H 1.8205 -3.9959 1.7617
O -3.7800 4.3188 -0.3997
O -2.9151 3.2544 -0.8567
H -3.7976 5.0291 -1.1181
```

Computed properties:
Energy relative to the best compared isomer or geometry (same formula, charge and spin) (eV): 10.5093
HOMO level (spin up / spin down) (eV): -9.99 / -10.25
Gap between HOMO and LUMO (spin up / spin down) (eV): 9.302 / 9.375
E_LUMO (spin up / spin down) (eV): -0.684 / -0.878

Per-atom Mulliken charges, elementary charge units: C -0.40; C -0.41; O -0.29; C -0.16; O -0.05; O -0.22; O -0.51; H 0.26; H 0.29; H 0.30; H 0.32; H 0.33; H 0.26; H 0.31; O -0.29; O -0.09; H 0.35

---

(5)
Here is a molecular structure, C33H37BrIN3O8PSTi from the Open Molecules 2025 dataset. Energies are from wB97M-V/def2-TZVPD.

The geometry in XYZ format:
```
86
Properties=species:S:1:pos:R:3
Ti -0.5646 -0.2861 -0.3637
O 0.2404 2.0613 1.9027
S -0.0253 0.8941 2.6979
O 1.0676 0.2807 3.4160
N -0.8154 -0.1549 1.7523
C -1.3713 -1.2996 2.3062
C -1.3112 -1.7202 3.6219
C -1.9871 -2.8775 4.0509
C -2.7374 -3.6347 3.1975
C -2.8189 -3.2487 1.8398
C -3.5806 -3.9535 0.8827
C -3.6170 -3.5306 -0.4158
C -2.8597 -2.4072 -0.7835
N -2.1510 -1.7276 0.0876
C -2.1310 -2.1034 1.3968
C -1.2233 1.3712 3.9325
C -2.5577 1.5252 3.5859
C -3.4578 1.9527 4.5507
C -3.0256 2.2273 5.8419
C -1.6882 2.0677 6.1758
C -0.7819 1.6333 5.2192
H -0.7149 -1.1827 4.3431
H -1.9022 -3.1597 5.0933
H -3.2635 -4.5205 3.5303
H -4.1299 -4.8327 1.1995
H -4.1902 -4.0478 -1.1720
H -2.8097 -2.0663 -1.8107
H -2.8972 1.2914 2.5834
H -4.5022 2.0639 4.2881
H -3.7341 2.5609 6.5900
H -1.3495 2.2761 7.1829
H 0.2620 1.4868 5.4634
O 0.1063 2.6017 -1.4941
C -0.9871 2.6190 -0.9660
C -1.7781 3.8763 -0.6269
C -3.0956 3.3401 -0.0860
C -2.8695 1.8324 0.0023
O -3.6586 1.0515 0.5112
N -1.6765 1.5002 -0.5626
H -1.8651 4.5028 -1.5140
H -1.2014 4.4247 0.1188
H -3.9418 3.5170 -0.7514
H -3.3684 3.7121 0.9013
Br -2.0159 -0.4344 -7.2218
C -1.3505 1.2651 -6.6474
C -1.3091 2.3069 -7.5691
C -0.8240 3.5402 -7.1594
C -0.3850 3.7266 -5.8523
C -0.4342 2.6747 -4.9429
C -0.9253 1.4564 -5.3658
I -0.8262 -0.4215 -3.2467
H -1.6500 2.1522 -8.5851
H -0.7862 4.3586 -7.8679
H -0.0008 4.6918 -5.5430
H -0.0845 2.7944 -3.9224
C 3.8154 -1.3622 2.2356
C 3.1344 -2.4779 1.4582
C 3.9819 -3.7400 1.4213
C 1.7532 -2.7656 2.0191
O 3.0808 -2.0415 0.0671
P 1.9091 -1.2991 -0.6913
O 0.6176 -2.0874 -0.7978
O 1.4792 0.0043 -0.0182
O 2.5441 -1.0886 -2.1018
C 3.5388 -0.1108 -2.5426
C 2.8902 0.6258 -3.7025
C 4.7351 -0.9371 -2.9878
C 3.9254 0.8628 -1.4385
H 3.9618 -1.6624 3.2752
H 3.1960 -0.4659 2.2240
H 4.7894 -1.1408 1.7954
H 4.1227 -4.1238 2.4332
H 4.9602 -3.5296 0.9875
H 3.4902 -4.5055 0.8203
H 1.8600 -3.1460 3.0371
H 1.2266 -3.5044 1.4156
H 1.1657 -1.8520 2.0713
H 2.5323 -0.0828 -4.4495
H 3.6155 1.2988 -4.1653
H 2.0372 1.2056 -3.3492
H 4.4362 -1.6404 -3.7655
H 5.1386 -1.4991 -2.1442
H 5.5159 -0.2855 -3.3841
H 3.0755 1.4690 -1.1316
H 4.7113 1.5172 -1.8210
H 4.3159 0.3371 -0.5650
```

Computed properties:
Energy relative to the best compared isomer or geometry (same formula, charge and spin) (eV): 0.0000
HOMO level (spin up / spin down) (eV): -4.19 / -5.33
Gap between HOMO and LUMO (spin up / spin down) (eV): 6.214 / 7.389
E_LUMO (spin up / spin down) (eV): 2.024 / 2.058
Spin multiplicity: 3
Charge: -1
<S²>: 2.0134

Per-atom Mulliken charges, elementary charge units: Ti -0.62; O -0.84; S 1.38; O -0.75; N 1.58; C -0.17; C -0.44; C -0.95; C -1.00; C 1.09; C -0.75; C -1.14; C -0.17; N 0.80; C -0.04; C 0.00; C -0.13; C -0.93; C -0.47; C -0.58; C -0.51; H 0.49; H 0.42; H 0.39; H 0.44; H 0.42; H 0.31; H 0.37; H 0.46; H 0.39; H 0.39; H 0.48; O -0.55; C -0.08; C -0.58; C -0.62; C 0.26; O -0.76; N 0.95; H 0.31; H 0.25; H 0.29; H 0.28; Br -0.24; C -0.11; C -0.28; C -0.42; C -0.78; C 0.18; C -0.09; I -0.17; H 0.36; H 0.34; H 0.38; H 0.29; C -1.65; C 2.05; C -2.03; C -1.47; O 0.00; P 0.88; O -0.72; O -0.42; O -0.12; C 1.91; C -1.44; C -1.87; C -1.48; H 0.45; H 0.19; H 0.39; H 0.40; H 0.37; H 0.43; H 0.62; H 0.42; H -0.05; H 0.33; H 0.45; H 0.14; H 0.37; H 0.32; H 0.41; H 0.22; H 0.50; H 0.25

---

(6)
Here is a molecular structure, C25H47AsBN8NaSi3 from the Open Molecules 2025 dataset. Energies are from wB97M-V/def2-TZVPD.

The geometry in XYZ format:
```
86
Properties=species:S:1:pos:R:3
Na -0.2972 -0.0220 -0.0312
C 0.0145 0.6292 -3.9441
C -1.2229 0.8914 -3.1422
C -2.5162 1.1798 -3.6068
C -3.2588 1.3731 -2.4663
N -2.4591 1.2010 -1.3962
N -1.1964 0.8930 -1.8140
B -2.8645 1.4925 0.0957
N -1.7520 2.2738 0.8654
C -1.9303 3.3924 1.5951
C -0.7151 3.7710 2.1176
C 0.1863 2.8034 1.6500
C 1.6569 2.6849 1.9155
N -0.4425 1.9072 0.9027
N -3.1063 0.1121 0.8309
C -4.2217 -0.5071 1.2585
C -3.8683 -1.6398 1.9596
C -2.4731 -1.6486 1.9161
C -1.5346 -2.6193 2.5627
N -2.0184 -0.6144 1.2113
N -4.0782 2.4396 0.0672
C -5.3289 2.4768 0.6077
C -5.9357 3.6343 0.2057
C -4.9651 4.2924 -0.5808
C -5.0680 5.6258 -1.2595
N -3.8569 3.5792 -0.6573
H 0.1542 1.4093 -4.6928
H 0.8963 0.6210 -3.3006
H -0.0412 -0.3241 -4.4745
H -2.8490 1.2577 -4.6291
H -4.2982 1.6334 -2.3555
H -2.8979 3.8563 1.6910
H -0.5083 4.6297 2.7354
H 2.0472 3.6089 2.3388
H 1.8645 1.8835 2.6313
H 2.2066 2.4779 0.9937
H -5.1999 -0.1433 1.0284
H -4.5266 -2.3404 2.4486
H -2.0669 -3.2488 3.2751
H -1.0744 -3.2826 1.8284
H -0.7433 -2.0915 3.1024
H -5.7142 1.7286 1.2681
H -6.9281 3.9754 0.4558
H -6.0464 6.0703 -1.0840
H -4.3062 6.3099 -0.8841
H -4.9208 5.5291 -2.3357
C 3.4161 -5.4568 1.5771
Si 2.0887 -4.3822 2.2938
C 0.5920 -5.3812 2.7192
C 2.7049 -3.4153 3.7512
As 1.5550 -2.7492 0.6020
Si 3.5458 -1.5003 0.0237
C 3.0469 -0.3210 -1.3215
C 4.0266 -0.5852 1.5550
C 4.8417 -2.6881 -0.5538
Si 0.4675 -3.7915 -1.2835
C -1.2255 -4.3138 -0.7617
C 1.5333 -5.2415 -1.7315
C 0.3783 -2.5218 -2.6261
H 3.6857 -6.1777 2.3560
H 4.3122 -4.8929 1.3137
H 3.0875 -6.0137 0.6977
H 0.9366 -6.3136 3.1768
H -0.0207 -5.6417 1.8550
H -0.0373 -4.8569 3.4397
H 2.6659 -4.0440 4.6453
H 2.0970 -2.5274 3.9407
H 3.7409 -3.0986 3.6108
H 2.1134 0.2012 -1.0976
H 2.9351 -0.8196 -2.2864
H 3.8266 0.4397 -1.4255
H 3.2106 0.0565 1.8977
H 4.8863 0.0545 1.3341
H 4.3038 -1.2528 2.3730
H 4.4592 -3.4425 -1.2443
H 5.3331 -3.1934 0.2788
H 5.5925 -2.0954 -1.0857
H -1.2105 -5.0349 0.0574
H -1.7092 -4.7931 -1.6191
H -1.8425 -3.4611 -0.4637
H 1.3783 -6.0720 -1.0388
H 2.5995 -5.0078 -1.7613
H 1.2310 -5.5665 -2.7321
H -0.1015 -1.5954 -2.2946
H -0.2275 -2.9233 -3.4446
H 1.3630 -2.2748 -3.0293
```

Computed properties:
HOMO level (spin up / spin down) (eV): -10.43 / -10.43
Gap between HOMO and LUMO (spin up / spin down) (eV): 8.282 / 4.220
E_LUMO (spin up / spin down) (eV): -2.148 / -6.210
Spin multiplicity: 2
Charge: +1
<S²>: 0.7530

Per-atom Mulliken charges, elementary charge units: Na 1.73; C -1.26; C 0.70; C -1.64; C 0.05; N 1.27; N -0.87; B -0.81; N 1.29; C -0.05; C -1.51; C 0.52; C -1.19; N -1.13; N 1.12; C 0.02; C -1.76; C 0.05; C -0.24; N -0.84; N 0.98; C -0.43; C -1.14; C 0.59; C -1.34; N -0.97; H 0.45; H 0.10; H 0.25; H 0.46; H 0.50; H 0.44; H 0.44; H 0.40; H 0.15; H 0.28; H 0.57; H 0.45; H 0.43; H -0.31; H 0.28; H 0.40; H 0.44; H 0.37; H 0.29; H 0.28; C -0.92; Si 0.28; C -0.92; C -1.14; As 0.36; Si 0.21; C -0.95; C -0.71; C -1.05; Si 0.19; C -0.84; C -1.01; C -0.62; H 0.42; H 0.23; H 0.26; H 0.44; H 0.26; H 0.25; H 0.42; H 0.35; H 0.31; H 0.15; H 0.35; H 0.56; H 0.00; H 0.42; H 0.28; H 0.29; H 0.33; H 0.40; H 0.26; H 0.43; H 0.19; H 0.29; H 0.28; H 0.41; H -0.15; H 0.52; H 0.32